Record 1
Here is a molecular structure, C25H45BGeN6PtS3 from the Open Molecules 2025 dataset. Energies are from ωB97M-V with the def2-TZVPD basis set.

The energy above the lowest of the compared OMol25 structures with the same formula, charge and spin comes out at 29.8 kJ/mol. The calculation puts the HOMO-LUMO gap at 6.967 eV.

Element x y z (Å)
Pt -0.006 -0.003 -0.388
C -4.381 0.978 4.072
C -3.858 2.328 3.578
C -4.871 3.403 3.965
C -2.512 2.674 4.215
N -3.716 2.304 2.096
C -4.386 3.161 1.233
C -3.995 2.877 -0.014
N -3.082 1.836 0.049
B -2.315 1.285 -1.133
N -1.651 2.403 -1.957
C -2.205 3.178 -2.953
C -1.311 4.118 -3.294
N -0.180 3.928 -2.510
C -0.392 2.858 -1.683
S 0.748 2.266 -0.527
C 1.055 4.761 -2.626
C 0.830 5.850 -3.673
C 2.219 3.880 -3.086
C 1.347 5.447 -1.291
N -2.996 0.116 -1.882
C -4.263 0.163 -2.428
C -4.558 -1.049 -2.916
N -3.472 -1.878 -2.662
C -2.505 -1.157 -2.021
S -0.958 -1.805 -1.548
C -3.453 -3.333 -3.004
C -2.313 -3.623 -3.981
C -3.339 -4.160 -1.722
C -4.767 -3.702 -3.690
C -2.898 1.475 1.361
S -1.868 0.278 1.904
H -4.507 1.017 5.155
H -3.686 0.178 3.829
H -5.349 0.758 3.618
H -4.964 3.399 5.050
H -5.857 3.198 3.544
H -4.545 4.399 3.663
H -2.628 2.725 5.299
H -2.160 3.644 3.859
H -1.765 1.920 3.978
H -5.080 3.904 1.575
H -4.267 3.348 -0.944
H -1.345 0.762 -0.811
H -3.183 2.972 -3.353
H -1.380 4.886 -4.037
H 0.641 5.433 -4.663
H 1.738 6.447 -3.735
H 0.011 6.515 -3.394
H 1.988 3.428 -4.052
H 2.424 3.091 -2.369
H 3.115 4.491 -3.199
H 0.501 6.072 -0.998
H 2.225 6.086 -1.398
H 1.541 4.726 -0.502
H -4.861 1.058 -2.387
H -5.450 -1.391 -3.400
H -1.343 -3.407 -3.544
H -2.432 -3.026 -4.887
H -2.337 -4.678 -4.259
H -2.414 -3.951 -1.192
H -3.364 -5.221 -1.973
H -4.180 -3.942 -1.060
H -4.911 -3.152 -4.621
H -5.626 -3.545 -3.036
H -4.727 -4.762 -3.935
C 1.981 0.768 2.824
Ge 2.060 -1.022 1.998
C 3.869 -1.766 2.308
C 0.750 -2.217 2.861
C 1.781 -0.938 0.048
H 2.130 0.719 3.904
H 1.010 1.224 2.624
H 2.757 1.409 2.400
H 4.068 -1.840 3.379
H 4.629 -1.124 1.860
H 3.959 -2.763 1.874
H 0.889 -2.256 3.942
H 0.860 -3.229 2.466
H -0.264 -1.874 2.650
H 1.874 -1.957 -0.345
H 2.627 -0.396 -0.389

These are the Mulliken partial charges, in e, on atoms 1 to 6: Pt 0.308; C -1.516; C 1.193; C -2.135; C -1.444; N 0.522

***

Record 2
Here is a gas-phase ion, C5H9ClN3O (charge +1) from the Open Molecules 2025 dataset. Energies are from ωB97M-V with the def2-TZVPD basis set.

The energy above the lowest of the compared OMol25 structures with the same formula, charge and spin comes out at 0.0 kJ/mol. The SMILES is C/C(C/C=N/Cl)=N/C(=[NH2+])O. As for the charge: +1. The calculation puts the HOMO-LUMO gap at 9.667 eV.

Element x y z (Å)
C 0.881 -1.209 -1.644
C 0.068 -0.695 -0.529
C 0.564 -0.883 0.892
C 1.664 0.189 1.147
N 1.385 1.292 1.670
Cl 2.523 2.510 1.867
N -1.015 -0.161 -0.805
C -1.733 0.660 -0.108
N -2.992 0.615 -0.354
O -1.220 1.707 0.497
H 0.564 -1.251 -2.652
H 1.254 -2.192 -1.349
H 1.710 -0.563 -1.459
H 1.072 -1.968 0.891
H -0.133 -0.854 1.602
H 2.574 -0.142 0.781
H -3.255 0.187 -1.306
H -3.618 1.162 0.188
H -0.291 1.596 0.671

These are the Mulliken partial charges, in e, on atoms 1 to 6: C -1.250; C 0.857; C -1.159; C 0.166; N -0.467; Cl -0.021

***

Record 3
Here is 2 unconnected molecules or ions with the total composition CH4N2O3P from the Open Molecules 2025 dataset. Energies are from ωB97M-V with the def2-TZVPD basis set.

The energy above the lowest of the compared OMol25 structures with the same formula, charge and spin comes out at 289.2 kJ/mol. As for the charge: -1. The calculation puts the HOMO-LUMO gap at 7.866 eV.

Element x y z (Å)
C 0.901 1.179 0.743
N -2.076 0.493 -0.243
N 0.220 -1.612 0.452
O 2.712 -0.459 0.407
O 1.425 2.065 0.295
O 1.093 -0.192 -1.533
P 1.289 -0.578 -0.119
H -2.771 0.738 -0.957
H -2.303 -0.482 0.045
H 0.579 -1.737 1.352
H -1.068 0.584 -0.442

These are the Mulliken partial charges, in e, on atoms 1 to 6: C 0.214; N -0.714; N -0.725; O -0.667; O -0.140; O -0.643

***

Record 4
Here is 2 unconnected molecules or ions with the total composition C3H9N4S2 from the Open Molecules 2025 dataset. Energies are from ωB97M-V with the def2-TZVPD basis set.

The energy above the lowest of the compared OMol25 structures with the same formula, charge and spin comes out at 223.4 kJ/mol. As for the charge: +1. The calculation puts the HOMO-LUMO gap at 7.244 eV.

Element x y z (Å)
C -1.785 -0.773 1.249
C -0.968 1.182 0.506
C 2.082 1.086 -2.233
N -2.155 0.467 0.768
N -0.391 -0.786 1.085
N 0.320 -1.891 1.155
N 0.100 0.244 0.536
S -2.487 -2.007 2.100
S 0.691 -0.138 -1.752
H -1.086 1.692 -0.467
H -0.651 1.854 1.357
H 1.706 2.077 -1.871
H 2.362 0.875 -3.205
H 2.666 0.628 -1.475
H -3.006 0.994 0.745
H 1.269 -1.845 1.074
H -0.169 -2.726 1.570
H 1.503 -0.934 -1.141

These are the Mulliken partial charges, in e, on atoms 1 to 6: C 0.329; C -0.328; C -0.640; N -0.045; N 1.056; N -0.596

***

Record 5
Here is a single C21H32Cl2N2O2 molecule from the Open Molecules 2025 dataset. Energies are from ωB97M-V with the def2-TZVPD basis set.

The energy above the lowest of the compared OMol25 structures with the same formula, charge and spin comes out at 8.3 kJ/mol. The SMILES is O[C@@H](CNCC1(N2CCCCC2)CCCCC1)COc1ccc(Cl)cc1Cl. The calculation puts the HOMO-LUMO gap at 8.545 eV.

Element x y z (Å)
O 2.078 -1.917 1.507
C 2.125 -1.644 0.130
C 1.448 -0.291 -0.185
N 0.086 -0.187 0.283
C -0.883 -0.962 -0.469
C -2.345 -0.633 -0.064
N -2.669 0.791 -0.147
C -2.367 1.425 -1.419
C -3.190 2.705 -1.562
C -2.839 3.675 -0.441
C -3.018 2.961 0.892
C -2.201 1.668 0.914
C -2.629 -1.199 1.340
C -4.088 -1.004 1.745
C -5.016 -1.703 0.759
C -4.741 -1.196 -0.651
C -3.278 -1.418 -1.014
C 3.576 -1.658 -0.376
O 4.258 -0.637 0.326
C 5.567 -0.415 0.068
C 6.341 -1.115 -0.850
C 7.677 -0.802 -1.035
C 8.255 0.218 -0.301
Cl 9.919 0.612 -0.530
C 7.507 0.934 0.623
C 6.177 0.614 0.801
Cl 5.226 1.487 1.942
H 2.628 -1.258 1.951
H 1.578 -2.460 -0.353
H 2.027 0.501 0.302
H 1.463 -0.119 -1.265
H 0.057 -0.464 1.260
H -0.745 -0.715 -1.526
H -0.735 -2.050 -0.363
H -2.617 0.757 -2.242
H -1.296 1.681 -1.494
H -4.250 2.452 -1.506
H -2.996 3.157 -2.537
H -3.471 4.564 -0.490
H -1.799 3.993 -0.547
H -4.073 2.716 1.033
H -2.702 3.604 1.717
H -2.333 1.196 1.884
H -1.133 1.910 0.792
H -1.970 -0.757 2.087
H -2.409 -2.269 1.317
H -4.323 0.060 1.757
H -4.243 -1.401 2.752
H -6.058 -1.519 1.030
H -4.847 -2.783 0.798
H -4.954 -0.128 -0.699
H -5.383 -1.711 -1.369
H -3.107 -1.138 -2.053
H -3.040 -2.481 -0.927
H 4.031 -2.634 -0.161
H 3.599 -1.473 -1.456
H 5.907 -1.914 -1.429
H 8.265 -1.354 -1.751
H 7.954 1.729 1.197

These are the Mulliken partial charges, in e, on atoms 1 to 6: O -0.666; C 0.017; C -1.148; N 0.118; C -2.125; C 1.147

***

Record 6
Here is a molecular structure, C3H2NaO2Rb from the Open Molecules 2025 dataset. Energies are from ωB97M-V with the def2-TZVPD basis set.

As for the charge: +1. The calculation puts the HOMO-LUMO gap (alpha / beta) at 5.259 / 8.173 eV. As for the expectation value of S²: 0.753. The spin multiplicity is 2.

Element x y z (Å)
C 0.500 -2.408 0.977
C 1.106 -2.036 -0.017
H -0.064 -3.153 1.522
H 1.384 -2.020 -1.062
O 0.733 0.538 -1.078
C 0.323 1.632 -0.716
O -0.641 1.923 0.034
Na -1.252 -0.445 0.079
Rb -2.088 5.970 0.261

These are the Mulliken partial charges, in e, on atoms 1 to 6: C -0.627; C -0.023; H 0.367; H 0.365; O -0.516; C 0.332

***

Total energy values, unit eV, following the record order: -128544.92471, -24362.35897, -19514.89476, -30877.13802, -54416.72955, -12302.06777.